{
  "formula": "C11H13N2OS",
  "method": "ωB97M-V/def2-TZVPD",
  "e_tot_ev": -27470.861,
  "e_lumo_ev": [-3.91, -3.91],
  "e_homo_ev": [-12.3, -12.3],
  "e_above_lowest_kj_mol": 84.97,
  "orbital_gap_ev": [8.36, 8.35],
  "total_charge": 1,
  "species": ["C", "H", "H", "C", "H", "H", "N", "C", "O", "C", "C", "S", "H", "C", "C", "N", "H", "H", "H", "H", "C", "C", "C", "H", "H", "C", "H", "H"],
  "positions_angstrom": [[0.363, 2.470, -2.147], [-2.168, -3.033, 0.161], [3.324, 0.801, -2.838], [-1.070, -0.402, 3.128], [-0.517, -1.919, -0.905], [-0.874, 2.125, -0.384], [-0.648, -0.777, 0.742], [-2.578, -2.076, -0.125], [1.532, -1.457, 2.357], [-1.430, -0.736, 1.763], [1.528, 2.124, -2.804], [-3.002, -1.391, 1.444], [-1.356, -0.493, -1.117], [2.430, 1.185, -2.358], [0.858, 0.817, -0.506], [1.636, -0.653, 1.392], [-3.296, -1.977, -0.892], [2.637, -0.199, 1.334], [1.798, 2.662, -3.682], [-0.097, -0.895, 3.307], [0.627, -0.135, 0.643], [2.064, 0.519, -1.123], [0.048, 1.816, -0.968], [-1.940, -0.802, 3.792], [-0.994, 0.663, 3.303], [-1.222, -1.315, -0.415], [2.613, -0.192, -0.686], [-0.265, 3.270, -2.416]],
  "forces_ev_per_angstrom": [[0.534, -0.904, 1.530], [-0.989, -0.952, -0.704], [-0.114, 0.688, -0.293], [-1.511, -0.512, 1.580], [0.887, -1.244, -0.519], [1.127, -0.485, -0.824], [1.261, 0.943, 1.469], [3.965, 0.636, 1.174], [-0.202, -0.377, -0.747], [-1.588, -1.112, 0.438], [0.779, 0.472, -0.959], [-0.557, 0.858, 1.379], [-0.373, 0.154, -0.143], [-0.957, -1.920, 3.057], [1.687, -2.046, 1.278], [-0.003, 2.353, -0.062], [-0.699, -0.196, -0.663], [-2.366, -0.670, -0.332], [-0.046, 0.315, -0.711], [-0.366, 0.160, 0.312], [1.524, -0.396, 0.725], [-1.554, 3.644, -3.786], [-2.303, 0.869, 0.744], [1.868, 0.721, -0.866], [0.168, 0.331, -0.045], [-2.058, 0.571, -3.144], [2.359, -2.700, 0.892], [-0.474, 0.799, -0.782]]
}